1.
{
  "formula": "C3H4S2",
  "method": "ωB97M-V with the def2-TZVPD basis set",
  "symbols": ["C", "C", "S", "H", "H", "C", "S", "H", "H"],
  "coordinates": [[-0.364, -0.285, 2.187], [-0.511, -0.979, 1.148], [-0.768, -1.772, -0.169], [-0.749, -0.739, 3.012], [0.187, 0.765, 2.321], [0.652, 0.821, -2.244], [-0.101, 1.177, -0.877], [1.566, 0.309, -2.303], [0.087, 0.703, -3.075]],
  "forces_ev_per_angstrom": [[2.4276, 4.5744, 1.0398], [-0.1739, -1.1231, -2.9718], [-0.0803, -0.4352, 0.2822], [-1.0005, -0.9078, 2.6497], [-1.3263, -2.6544, -0.6606], [-0.3519, -0.4374, 2.5413], [0.4502, 0.7919, -0.2151], [1.7053, -0.0844, 0.2118], [-1.6503, 0.2760, -2.8773]],
  "nbo_charge": [-0.609, -0.042, 0.135, 0.249, 0.277, -0.471, 0.104, 0.184, 0.174],
  "e_above_lowest_ev": 2.842,
  "homo_lumo_gap_ev": 8.1,
  "e_lumo_ev": -0.5,
  "spin_multiplicity": 1,
  "smiles": "C=C=S.C=S",
  "total_energy_ev": -24842.799
}

***

2.
{
  "formula": "C3H4S2",
  "method": "ωB97M-V with the def2-TZVPD basis set",
  "symbols": ["C", "C", "S", "C", "S", "H", "H", "H", "H"],
  "coordinates": [[-0.599, 1.081, -0.202], [-0.315, -0.462, -0.057], [-1.505, -1.662, -0.272], [0.968, -0.923, 0.358], [2.417, -0.974, -0.355], [-0.174, 1.504, -1.012], [-1.608, 1.419, -0.404], [-0.270, 1.514, 0.715], [1.085, -1.497, 1.228]],
  "forces_ev_per_angstrom": [[-1.2845, -2.7553, 1.8655], [-4.0467, 0.2584, -1.1268], [2.0606, 2.0933, 0.3400], [2.1101, -0.5750, -0.4101], [-0.0910, 0.7796, -0.8795], [2.6030, 1.1083, -2.5304], [-0.7335, -0.9829, 0.5578], [0.4485, 0.6419, 0.5326], [-1.0664, -0.5683, 1.6509]],
  "nbo_charge": [-0.658, -0.075, 0.065, -0.377, 0.106, 0.238, 0.240, 0.226, 0.234],
  "e_above_lowest_ev": 1.624,
  "homo_lumo_gap_ev": 7.5,
  "e_lumo_ev": -1.5,
  "spin_multiplicity": 1,
  "smiles": "CC(=S)C=S",
  "total_energy_ev": -24844.018
}